{"formula": "C3H10NO2", "method": "ωB97M-V/def2-TZVPD", "energy_ev": -8858.099, "homo_lumo_gap_ha": 0.2630, "homo_energy_ev": -3.1, "charge": -1, "fmax_ha_per_bohr": 0.0379, "molar_mass_da": 92.1, "species": ["C", "C", "C", "O", "N", "H", "H", "H", "H", "H", "H", "H", "H", "H", "H", "O"], "xyz": [[-0.85, 1.50, -0.13], [0.34, 0.62, -0.40], [0.27, -0.67, 0.43], [1.07, -1.70, 0.07], [-0.80, 2.89, -0.67], [-1.07, 1.53, 0.95], [-1.75, 1.04, -0.52], [0.17, 0.25, -1.44], [1.30, 1.14, -0.32], [-0.81, -0.98, 0.38], [0.58, -0.32, 1.48], [-0.04, 3.50, -0.39], [-0.48, 2.71, -1.63], [1.25, -4.22, 1.04], [0.44, -3.15, 0.47], [0.37, -4.14, 0.70]], "mulliken_charge": [-0.4756, -0.3658, -0.3792, -0.9119, -0.7379, 0.3655, 0.3018, 0.2075, 0.2611, 0.1477, 0.0852, 0.2466, 0.2703, 0.2546, 0.4803, -0.7503]}